The following is a quantum chemistry calculation of one molecule with the formula C5H7N, from OMol25.

Geometry (Å):
C -2.63 -1.39 0.57
C -1.69 -0.82 0.08
C -0.55 -0.09 -0.43
C 0.76 -0.73 -0.78
N 0.60 0.01 0.45
C 1.26 1.29 0.56
H -3.43 -1.87 1.07
H -0.78 0.79 -1.03
H 1.28 -0.28 -1.62
H 0.89 -1.81 -0.67
H 0.71 1.93 1.26
H 1.32 1.83 -0.40
H 2.27 1.15 0.95

Properties
- Energy above the lowest of the compared OMol25 structures with the same formula, charge and spin: 3.220 eV
- E_tot: -249.35490 hartree
- HOMO-LUMO gap: 0.3852 Ha
- Structure (SMILES): C#C[C@@H]1CN1C

Atom charges from the natural (NBO) analysis, given in e for atoms 1 to 5: number 1, C, carries -0.22; number 2, C, carries -0.02; number 3, C, carries -0.17; number 4, C, carries -0.23; number 5, N, carries -0.37

---

The following is a quantum chemistry calculation of C38H49N8PS4Tc as an isolated structure, from OMol25.

Geometry (Å):
Tc -0.93 0.37 0.27
N -2.20 0.06 4.30
C -0.88 -0.18 4.67
C -0.31 -0.42 5.91
C 1.05 -0.65 5.93
C 1.81 -0.65 4.74
C 1.23 -0.41 3.51
C -0.14 -0.16 3.48
N -1.01 0.11 2.42
C -2.21 0.20 2.96
C -3.35 0.43 2.09
C -4.66 0.66 2.38
S -5.54 0.88 0.95
C -4.12 0.68 0.04
N -3.04 0.44 0.74
H -3.00 0.05 4.91
H -0.89 -0.43 6.82
H 1.55 -0.85 6.87
H 2.87 -0.83 4.80
H 1.82 -0.40 2.61
H -5.14 0.69 3.35
H -4.13 0.73 -1.04
S 1.10 4.97 2.89
C -0.13 3.73 3.22
S -1.01 2.73 0.59
S 1.49 3.00 3.23
C 0.06 3.89 -1.55
C 0.45 3.50 -0.13
C -1.25 3.40 2.26
C 1.83 2.84 -0.04
C 2.78 3.86 -0.08
C 4.13 3.62 -0.02
C 4.53 2.30 0.02
C 3.66 1.22 0.00
C 4.46 -0.11 -0.15
C 4.65 -0.96 1.12
C 4.18 -0.90 -1.44
C 2.25 1.49 0.04
N 1.26 0.44 0.13
C 1.65 -0.80 0.22
C 0.78 -1.90 0.22
C 1.12 -3.26 0.24
C -0.08 -3.95 0.22
C -1.11 -2.99 0.21
N -0.59 -1.75 0.18
C -2.59 -3.31 0.31
C -3.41 -2.58 -0.76
C -2.83 -4.81 0.14
C -3.06 -2.91 1.72
H -0.68 4.69 -1.53
H -0.39 3.05 -2.08
H 0.93 4.23 -2.11
H 0.54 4.42 0.44
H -1.92 2.69 2.73
H -1.82 4.32 2.10
H -0.55 3.82 4.22
H 2.44 4.89 -0.15
H 4.85 4.42 -0.03
H 5.60 2.10 0.04
H 5.47 0.26 -0.32
H 3.81 -1.59 1.42
H 4.89 -0.31 1.97
H 5.50 -1.62 0.97
H 3.21 -1.39 -1.50
H 4.94 -1.68 -1.54
H 4.28 -0.23 -2.30
H 2.69 -1.03 0.33
H 2.12 -3.67 0.28
H -0.20 -5.02 0.23
H -3.31 -3.09 -1.72
H -3.09 -1.55 -0.87
H -4.47 -2.60 -0.50
H -2.45 -5.17 -0.82
H -3.90 -5.02 0.17
H -2.36 -5.39 0.93
H -2.67 -1.94 2.00
H -2.71 -3.63 2.46
H -4.15 -2.88 1.78
C -1.40 -0.95 -5.00
N -1.40 0.57 -4.77
C 0.03 1.09 -5.05
N 0.98 0.39 -4.29
C 0.91 -1.05 -4.55
N -0.41 -1.57 -4.21
C -0.68 -1.53 -2.77
P -0.69 0.19 -2.07
C -1.83 0.89 -3.37
C 0.93 0.69 -2.86
H -1.21 -1.09 -6.06
H -2.40 -1.31 -4.75
H -2.04 1.01 -5.43
H 0.03 2.16 -4.82
H 0.19 0.94 -6.12
H 1.66 -1.56 -3.95
H 1.11 -1.23 -5.61
H 0.08 -2.11 -2.25
H -1.64 -2.01 -2.58
H -1.93 1.98 -3.28
H -2.82 0.45 -3.23
H 1.71 0.12 -2.36
H 1.15 1.74 -2.69

Properties
- Total charge: +2
- Energy above the lowest of the compared OMol25 structures with the same formula, charge and spin: 0.000 eV
- E_tot: -3929.94360 hartree
- HOMO-LUMO gap (alpha / beta): 0.2561 / 0.2465 Ha
- ⟨S²⟩: 0.76
- 2S+1: 2

Atom charges from the Löwdin analysis, given in e for atoms 1 to 5: number 1, Tc, carries 0.90; number 2, N, carries 0.21; number 3, C, carries -0.17; number 4, C, carries 0.01; number 5, C, carries -0.05

---

The following is a quantum chemistry calculation of C29H28Br2F3N6O3PtSi as an isolated structure, from OMol25.

Geometry (Å):
Pt -0.23 -0.40 0.04
C -1.32 0.62 3.70
C 0.13 0.59 3.32
C 1.13 0.91 4.23
C 2.46 0.76 3.85
C 2.78 0.30 2.60
C 1.73 -0.02 1.73
N 0.46 0.17 2.11
N 1.83 -0.52 0.46
Si 3.12 -1.54 -0.15
C 3.73 -2.70 1.21
C 4.56 -0.50 -0.76
C 2.36 -2.42 -1.63
H -1.57 -0.33 4.18
H -1.94 0.74 2.82
H -1.52 1.42 4.41
H 0.86 1.25 5.22
H 3.25 1.01 4.55
H 3.81 0.18 2.27
H 4.60 -2.29 1.72
H 4.02 -3.66 0.79
H 2.95 -2.86 1.94
H 5.06 0.04 0.05
H 4.23 0.23 -1.50
H 5.30 -1.15 -1.23
H 1.33 -2.69 -1.42
H 2.90 -3.34 -1.87
H 2.39 -1.78 -2.51
Br 0.21 4.80 -0.12
C 0.16 3.67 -1.61
C 0.21 4.19 -2.89
C 0.18 3.35 -3.99
Br 0.24 4.13 -5.69
C 0.11 1.93 -3.85
C 0.10 1.02 -4.92
C 0.05 -0.33 -4.66
C 0.01 -0.76 -3.33
N 0.00 0.08 -2.31
C 0.05 1.39 -2.55
C 0.05 2.26 -1.37
O -0.06 1.79 -0.22
H 0.28 5.26 -3.03
H 0.13 1.39 -5.94
H 0.05 -1.05 -5.46
H -0.04 -1.81 -3.09
C -1.53 -5.09 -1.92
N -1.03 -4.45 -0.71
C -0.45 -5.16 0.30
C 0.06 -4.58 1.39
C 0.05 -3.13 1.51
O 0.48 -2.54 2.49
N -0.55 -2.45 0.45
C -1.06 -3.07 -0.66
O -1.55 -2.44 -1.60
H -1.59 -6.16 -1.75
H -0.87 -4.89 -2.76
H -2.52 -4.70 -2.16
H -0.43 -6.24 0.16
H 0.49 -5.15 2.19
F -7.04 -0.51 -1.48
C -6.65 -0.05 -0.28
F -7.24 -0.80 0.65
F -7.12 1.20 -0.16
C -5.15 -0.08 -0.17
C -4.40 0.72 -1.02
C -3.02 0.68 -0.91
N -2.41 -0.10 -0.02
C -3.13 -0.87 0.80
C -4.51 -0.88 0.76
H -4.87 1.36 -1.75
H -2.40 1.29 -1.55
H -2.58 -1.48 1.49
H -5.07 -1.51 1.44

Properties
- Total charge: +1
- Energy above the lowest of the compared OMol25 structures with the same formula, charge and spin: 1.350 eV
- E_tot: -7532.47594 hartree
- HOMO-LUMO gap (alpha / beta): 0.1678 / 0.1678 Ha

Atom charges from the Löwdin analysis, given in e for atoms 1 to 5: number 1, Pt, carries 1.56; number 2, C, carries 0.00; number 3, C, carries -0.29; number 4, C, carries -0.01; number 5, C, carries -0.02

---

The following is a quantum chemistry calculation of C34H22Cl6N3O4RuS as an isolated structure, from OMol25.

Geometry (Å):
Ru -1.49 0.23 -0.34
Cl 1.18 1.66 -1.75
C 0.52 2.54 -0.43
C -0.52 1.93 0.26
C -1.08 2.62 1.33
Cl -2.39 1.78 2.08
C -0.65 3.88 1.72
Cl -1.40 4.74 3.00
C 0.43 4.46 1.02
Cl 1.01 5.99 1.49
C 1.02 3.78 -0.06
Cl 2.35 4.47 -0.89
O -4.39 1.63 -5.44
C -3.41 0.84 -5.77
O -3.21 0.47 -6.90
C -2.49 0.37 -4.68
C -1.44 -0.54 -4.88
Cl -1.10 -1.33 -6.33
N -0.80 -0.71 -3.70
N -1.39 0.03 -2.75
C -2.41 0.68 -3.31
C -3.26 1.54 -2.40
O -4.19 2.17 -2.87
O -2.91 1.50 -1.18
C 0.34 -1.48 -3.36
C 1.22 -1.98 -4.31
C 2.31 -2.73 -3.90
C 2.54 -2.98 -2.56
C 1.69 -2.45 -1.61
C 0.59 -1.71 -2.00
H -4.43 1.91 -4.48
H 1.07 -1.78 -5.36
H 2.98 -3.12 -4.65
H 3.39 -3.57 -2.26
H 1.88 -2.62 -0.56
H -0.08 -1.29 -1.24
C 3.06 1.91 4.83
C 3.29 1.20 3.49
C 4.68 0.54 3.46
C 3.23 2.25 2.38
C 2.22 0.13 3.33
C 2.17 -0.91 4.26
C 1.22 -1.90 4.20
C 0.28 -1.85 3.19
S -1.04 -2.94 2.89
C -1.48 -2.00 1.52
N -0.71 -0.95 1.28
C 0.30 -0.82 2.22
C 1.29 0.15 2.30
C -2.59 -2.31 0.66
C -3.31 -3.50 0.73
C -4.31 -3.74 -0.19
C -4.61 -2.79 -1.16
C -3.92 -1.58 -1.20
C -2.88 -1.34 -0.32
H 3.78 2.72 4.96
H 3.17 1.23 5.67
H 2.06 2.33 4.86
H 5.45 1.30 3.54
H 4.81 0.02 2.52
H 4.81 -0.17 4.27
H 4.02 2.98 2.53
H 2.28 2.78 2.39
H 3.37 1.80 1.40
H 2.90 -0.96 5.06
H 1.20 -2.70 4.92
H 1.30 0.92 1.54
H -3.07 -4.23 1.49
H -4.87 -4.67 -0.15
H -5.39 -2.98 -1.88
H -4.21 -0.85 -1.94

Properties
- Total charge: +1
- E_tot: -5028.04520 hartree
- HOMO-LUMO gap (alpha / beta): 0.2928 / 0.2025 Ha
- ⟨S²⟩: 6.03
- 2S+1: 5

Atom charges from the Löwdin analysis, given in e for atoms 1 to 5: number 1, Ru, carries 1.54; number 2, Cl, carries 0.76; number 3, C, carries -0.71; number 4, C, carries -0.38; number 5, C, carries -0.69

---

The following is a quantum chemistry calculation of a 9-piece molecular cluster, C44H95N9 overall, from OMol25.

Geometry (Å):
C 2.69 2.27 -3.57
C 1.18 2.18 -3.54
N 0.63 0.82 -3.62
C 0.99 0.15 -4.87
C 0.53 -1.32 -4.98
C -0.82 0.83 -3.36
C -1.69 1.53 -4.48
H 3.04 3.30 -3.57
H 3.16 1.84 -4.45
H 3.22 1.80 -2.70
H 0.86 2.61 -2.55
H 0.79 2.87 -4.31
H 0.60 0.66 -5.79
H 2.05 0.13 -4.97
H 0.80 -1.78 -5.93
H 1.03 -1.90 -4.18
H -0.55 -1.39 -4.79
H -0.91 1.38 -2.39
H -1.13 -0.21 -3.26
H -1.67 0.97 -5.43
H -1.38 2.57 -4.67
H -2.69 1.52 -4.11
C -5.86 2.23 -0.35
C -5.79 0.97 0.54
N -4.52 0.87 1.29
C -3.36 0.86 0.46
C -3.37 -0.24 -0.64
C -4.40 1.88 2.40
C -5.44 1.68 3.44
H -6.79 2.19 -0.93
H -4.99 2.32 -1.03
H -5.94 3.12 0.28
H -6.67 0.89 1.17
H -5.82 0.10 -0.11
H -2.53 0.67 1.10
H -3.13 1.85 -0.05
H -2.42 -0.22 -1.17
H -4.12 -0.11 -1.43
H -3.58 -1.21 -0.15
H -3.41 1.81 2.87
H -4.40 2.87 1.98
H -5.42 0.67 3.87
H -5.23 2.36 4.30
H -6.43 1.91 3.04
C 5.40 -4.56 -2.69
C 4.75 -3.46 -1.80
N 4.98 -2.16 -2.33
C 5.16 -1.08 -1.35
C 6.47 -1.14 -0.59
C 4.17 -1.78 -3.43
C 4.95 -1.05 -4.53
H 5.23 -5.56 -2.33
H 6.45 -4.33 -2.73
H 4.94 -4.46 -3.69
H 3.62 -3.53 -1.66
H 5.13 -3.58 -0.82
H 5.04 -0.18 -1.91
H 4.31 -1.08 -0.63
H 6.47 -0.50 0.28
H 6.59 -2.15 -0.20
H 7.28 -0.92 -1.25
H 3.30 -1.16 -3.22
H 3.70 -2.65 -3.89
H 5.27 -0.07 -4.16
H 4.43 -0.83 -5.47
H 5.82 -1.63 -4.79
C -5.68 -3.18 5.60
C -4.66 -2.19 4.98
N -3.37 -2.77 4.92
C -3.31 -3.88 3.93
C -2.14 -4.80 4.13
C -2.28 -1.89 4.72
C -2.28 -1.13 3.37
H -6.68 -2.76 5.59
H -5.36 -3.25 6.63
H -5.72 -4.15 5.12
H -5.08 -1.78 4.04
H -4.59 -1.27 5.60
H -4.18 -4.51 4.00
H -3.32 -3.46 2.96
H -2.01 -5.15 5.14
H -2.21 -5.69 3.50
H -1.22 -4.38 3.76
H -1.33 -2.36 4.90
H -2.27 -1.06 5.49
H -2.10 -1.81 2.53
H -1.56 -0.32 3.26
H -3.23 -0.66 3.20
C -1.67 6.43 0.84
C -1.60 5.01 0.32
C -1.36 3.94 1.41
C -0.02 4.04 2.03
N 1.05 4.07 2.47
H -1.65 7.18 0.04
H -0.76 6.74 1.42
H -2.55 6.64 1.46
H -0.87 4.94 -0.52
H -2.58 4.82 -0.07
H -1.48 2.92 1.04
H -2.11 4.05 2.15
C 4.37 5.76 -1.12
C 3.15 5.44 -0.20
C 2.58 4.04 -0.48
C 3.52 2.96 -0.33
N 4.28 2.13 -0.07
H 4.47 6.84 -1.17
H 4.08 5.40 -2.10
H 5.28 5.26 -0.82
H 2.34 6.17 -0.36
H 3.38 5.56 0.88
H 2.26 4.04 -1.51
H 1.73 3.90 0.17
C -1.41 -5.29 -1.11
C -1.97 -4.30 -2.13
C -1.38 -4.57 -3.55
C 0.09 -4.37 -3.45
N 1.17 -4.14 -3.18
H -1.89 -5.17 -0.13
H -0.34 -5.13 -0.99
H -1.63 -6.30 -1.47
H -1.74 -3.24 -1.90
H -3.04 -4.38 -2.23
H -1.71 -3.93 -4.40
H -1.56 -5.63 -3.78
C 3.68 1.51 5.70
C 2.83 1.94 4.50
C 3.03 1.15 3.19
C 2.27 -0.12 3.16
N 1.69 -1.11 3.19
H 4.72 1.41 5.42
H 3.43 0.52 6.04
H 3.61 2.24 6.52
H 3.05 2.97 4.27
H 1.77 1.97 4.73
H 4.08 0.84 3.16
H 2.73 1.76 2.37
C -0.37 -2.13 0.37
C 0.64 -1.91 -0.81
C 1.54 -0.68 -0.59
C 0.80 0.57 -0.27
N 0.20 1.56 -0.08
H -0.96 -1.23 0.61
H 0.18 -2.32 1.28
H -1.08 -2.92 0.23
H 0.12 -1.74 -1.75
H 1.29 -2.77 -0.90
H 2.20 -0.41 -1.42
H 2.12 -0.89 0.32

Properties
- Energy above the lowest of the compared OMol25 structures with the same formula, charge and spin: 0.000 eV
- E_tot: -2226.18323 hartree
- HOMO-LUMO gap: 0.3011 Ha
- Structure (SMILES): CCN(CC)CC.CCN(CC)CC.CCN(CC)CC.CCN(CC)CC.CCCC#N.CCCC#N.CCCC#N.CCCC#N.CCCC#N

Atom charges from the Löwdin analysis, given in e for atoms 1 to 5: number 1, C, carries -0.09; number 2, C, carries -0.26; number 3, N, carries -0.17; number 4, C, carries -0.26; number 5, C, carries -0.08

---

The following is a quantum chemistry calculation of C24H12AgCl2F7N3O6S as an isolated structure, from OMol25.

Geometry (Å):
C 2.90 -1.62 4.62
C 1.92 -0.59 3.89
Cl 1.91 1.15 4.54
C 1.11 -0.86 2.81
Cl 1.07 -2.53 2.14
C 0.24 0.30 2.25
C -0.97 0.78 2.98
N -1.37 0.15 4.28
C -1.82 -1.01 4.09
O -2.05 -2.12 3.90
C -1.86 1.85 2.48
C -3.17 2.34 3.22
C -4.47 1.67 2.56
C -4.41 0.10 2.54
N -3.83 -0.65 1.40
O -4.89 -0.56 3.45
C -1.52 2.52 1.19
C -0.33 2.04 0.47
C 0.56 0.94 0.97
C 1.78 0.53 0.05
O 2.88 0.29 0.46
C 1.42 0.50 -1.49
C 1.89 -0.54 -2.42
C 1.45 -0.48 -3.84
C 1.84 -1.56 -4.91
F 0.71 -2.15 -5.51
F 2.49 -0.88 -5.95
C 2.76 -2.72 -4.36
F 3.99 -2.24 -3.90
F 3.08 -3.51 -5.47
C 2.07 -3.68 -3.30
F 0.80 -3.32 -2.94
F 1.99 -4.95 -3.85
F 2.87 -3.83 -2.17
C 0.56 0.63 -4.32
O 0.15 0.60 -5.67
N 0.53 1.77 -6.35
O 1.64 2.05 -6.09
C 0.08 1.71 -3.39
S -1.00 3.08 -3.95
C 0.54 1.61 -1.99
C 0.06 2.68 -0.92
O 0.01 3.86 -1.12
H 2.83 -2.67 4.25
H 2.65 -1.59 5.75
H 3.96 -1.27 4.49
H -3.26 3.44 3.00
H -3.08 2.12 4.32
H -5.37 2.04 3.13
H -4.62 2.02 1.49
H -4.51 -1.37 1.12
H -3.01 -1.17 1.71
H -2.13 3.36 0.75
H 2.53 -1.37 -2.02
H -0.20 4.18 -4.12
Ag 0.58 -1.08 5.72

Properties
- Total charge: +1
- Energy above the lowest of the compared OMol25 structures with the same formula, charge and spin: 5.476 eV
- E_tot: -3701.53854 hartree
- HOMO-LUMO gap: 0.2371 Ha

Atom charges from the natural (NBO) analysis, given in e for atoms 1 to 5: number 1, C, carries -0.67; number 2, C, carries -0.15; number 3, Cl, carries 0.02; number 4, C, carries -0.03; number 5, Cl, carries 0.06

---

The following is a quantum chemistry calculation of an isolated ion of composition C7H10N5 and charge +1, from OMol25.

Geometry (Å):
C 2.49 -1.42 0.91
C 1.29 -0.76 0.27
N 0.24 -1.44 0.17
C -1.01 -0.76 -0.10
N -2.07 -1.44 -0.49
C -3.11 -0.65 -0.23
N -2.73 0.54 0.28
C -1.35 0.51 0.41
C -0.48 1.54 0.80
N 0.80 1.57 0.58
C 1.40 0.67 -0.31
N 0.68 0.71 -1.60
H 2.24 -2.09 1.73
H 3.09 -0.69 1.34
H 3.04 -2.12 0.40
H -4.17 -0.89 -0.10
H -3.31 1.39 0.41
H -0.77 2.28 1.51
H 2.48 0.96 -0.40
H -0.44 0.48 -1.26
H 1.11 -0.01 -2.26
H 0.60 1.60 -2.05

Properties
- Total charge: +1
- Energy above the lowest of the compared OMol25 structures with the same formula, charge and spin: 1.924 eV
- E_tot: -546.21129 hartree
- HOMO-LUMO gap: 0.3405 Ha
- Structure (SMILES): CC1=Nc2nc[nH]c2C=N[C@@H]1[NH3+]

Atom charges from the natural (NBO) analysis, given in e for atoms 1 to 5: number 1, C, carries -0.68; number 2, C, carries 0.34; number 3, N, carries -0.36; number 4, C, carries 0.23; number 5, N, carries -0.41